Below is a molecular structure, C42H40Cl2FeNOPSSi, with properties calculated with ωB97M-V with the def2-TZVPD basis set.

- E_HOMO (alpha / beta) (eV) = -10.552 / -10.751

ORCA input file:
```
! RIJCOSX wB97M-V def2-TZVPD def2/J DEFGRID3
* xyz 1 2
Fe -0.4381 -0.0517 0.7103
Cl 0.7029 2.0443 0.8146
C 0.1538 2.9073 -0.6039
C 0.7887 4.0910 -0.9306
C 0.3437 4.7758 -2.0501
C -0.7053 4.2683 -2.8055
C -1.3083 3.0764 -2.4437
Cl -2.6131 2.4843 -3.4161
C -0.8920 2.3545 -1.3207
S -1.6511 0.8589 -0.8330
H 1.6014 4.4615 -0.3230
H 0.8136 5.7054 -2.3373
H -1.0623 4.7890 -3.6817
C 2.1000 -4.6168 -2.7474
C 2.4403 -3.4129 -3.3417
C 2.2256 -2.2226 -2.6654
C 1.6637 -2.2024 -1.3842
C 1.3298 -3.4268 -0.8088
C 1.5460 -4.6219 -1.4759
Si 1.5966 -0.5180 -0.5646
C 3.0903 -0.3176 0.5465
C 3.8507 0.8541 0.5516
C 4.9963 0.9618 1.3231
C 5.4041 -0.1049 2.1120
C 4.6756 -1.2855 2.1076
C 3.5382 -1.3894 1.3231
H 2.2691 -5.5476 -3.2706
H 2.8736 -3.4011 -4.3325
H 2.4983 -1.2934 -3.1515
H 0.9007 -3.4559 0.1870
H 1.2850 -5.5604 -1.0037
H 1.5716 0.5364 -1.6116
H 3.5551 1.6938 -0.0683
H 5.5761 1.8752 1.3028
H 6.3002 -0.0233 2.7125
H 5.0003 -2.1303 2.7013
H 3.0034 -2.3284 1.3073
O -1.3247 -1.7134 0.3209
C -2.2475 -2.5259 0.1702
C -2.1268 -3.6710 -0.7837
C -2.8515 -3.2124 -2.0780
C -4.2812 -2.6602 -1.9272
C -4.4115 -1.2598 -1.3062
C -4.2718 -1.1979 0.2249
N -3.4852 -2.3574 0.7025
H -2.6258 -4.5559 -0.3805
H -1.0865 -3.9008 -0.9892
H -2.8830 -4.0814 -2.7367
H -2.2268 -2.4654 -2.5740
H -4.9127 -3.3928 -1.4113
H -4.6982 -2.5998 -2.9340
H -5.3791 -0.8357 -1.5798
H -3.6614 -0.6150 -1.7667
H -5.2368 -1.2660 0.7257
H -3.7972 -0.2761 0.5614
H -4.0283 -3.1979 0.5576
C -3.8484 -0.5231 5.7499
C -3.7691 -1.1330 4.5075
C -2.6394 -0.9638 3.7235
C -1.5802 -0.1851 4.1751
C -1.6591 0.4167 5.4313
C -2.7922 0.2481 6.2113
P -0.0783 -0.1297 3.1544
C 0.8576 -1.5772 3.7236
C 0.7844 -2.7418 2.9750
C 1.4154 -3.9007 3.4014
C 2.1253 -3.8974 4.5904
C 2.1872 -2.7400 5.3596
C 1.5468 -1.5891 4.9358
C 0.8566 1.3249 3.7023
C 0.1974 2.5293 3.9540
C 0.9199 3.6771 4.2273
C 2.3082 3.6389 4.2398
C 2.9691 2.4509 3.9733
C 2.2494 1.2957 3.7021
H -4.7299 -0.6526 6.3628
H -4.5865 -1.7431 4.1477
H -2.5865 -1.4529 2.7619
H -0.8386 1.0099 5.8083
H -2.8470 0.7186 7.1832
H 0.2200 -2.7445 2.0452
H 1.3557 -4.7997 2.8022
H 2.6248 -4.7955 4.9266
H 2.7302 -2.7376 6.2943
H 1.5948 -0.6967 5.5472
H -0.8838 2.5797 3.9244
H 0.3995 4.6039 4.4255
H 2.8720 4.5368 4.4558
H 4.0498 2.4149 3.9708
H 2.7831 0.3795 3.4759
*
```

***

Below is a molecular structure, C42H40MgN6O6PS at a distorted geometry, with properties calculated with ωB97M-V with the def2-TZVPD basis set.

- E_HOMO (alpha / beta) (eV) = -8.554 / -8.720

ORCA input file:
```
! RIJCOSX wB97M-V def2-TZVPD def2/J DEFGRID3
* xyz 1 1
Mg 0.0606 0.8412 -0.0104
C 6.7854 -5.2029 -0.7269
O 5.6638 -4.6394 -0.0297
C 5.8314 -3.5462 0.7096
C 6.9935 -2.7844 0.7329
C 7.0833 -1.7105 1.5945
C 5.9986 -1.2779 2.3609
C 4.8295 -2.0458 2.3642
C 4.7412 -3.1381 1.5210
N 6.2510 -0.0818 3.0332
N 5.3291 0.5031 3.6831
C 4.1021 0.8190 3.1614
C 3.1017 0.9771 4.1519
C 1.7701 1.0323 3.7960
C 1.3647 1.0593 2.4221
O 0.1087 1.1256 2.1058
C 2.4424 1.0204 1.3666
N 2.0900 1.0751 0.0005
C 3.0435 1.0800 -0.9655
C 4.3880 1.0861 -0.6628
C 4.7660 1.0578 0.6771
C 3.8040 0.9285 1.7262
H 6.4120 -6.1538 -1.1311
H 7.6281 -5.4246 -0.0573
H 7.1175 -4.5494 -1.5564
H 7.8407 -3.0450 0.0728
H 8.0106 -1.1411 1.6676
H 3.9874 -1.8110 3.0217
H 3.8236 -3.7394 1.4697
H 3.4511 0.9699 5.1981
H 0.9745 1.0524 4.5585
H 2.6868 1.0889 -2.0011
H 5.1277 1.1222 -1.4882
H 5.8353 1.1272 0.9021
C -1.5160 -4.7772 -2.9276
C -0.2766 -4.1677 -2.8534
C -0.0324 -3.1873 -1.9058
C -1.0562 -2.8078 -1.0286
C -2.3097 -3.4335 -1.0992
C -2.5295 -4.4193 -2.0644
P -0.8005 -1.5305 0.1854
C -2.4231 -0.7346 0.2906
C -3.1155 -0.5417 1.4862
C -4.4278 -0.0718 1.4382
C -5.0050 0.2844 0.2239
C -4.3200 0.1146 -0.9714
C -3.0040 -0.3278 -0.9170
C -0.4396 -2.3536 1.7374
C -1.4018 -3.1842 2.3080
C -1.1073 -3.8801 3.4648
C 0.1352 -3.7436 4.0733
C 1.0914 -2.8942 3.5362
C 0.8289 -2.2525 2.3348
H -1.6949 -5.5263 -3.7153
H 0.5291 -4.5133 -3.5096
H 0.9589 -2.7163 -1.7831
H -3.1031 -3.1473 -0.4037
H -3.5140 -4.8901 -2.1190
H -2.6204 -0.7447 2.4307
H -5.0099 -0.0201 2.3679
H -6.0265 0.6861 0.2407
H -4.7974 0.3343 -1.9318
H -2.4376 -0.4378 -1.8449
H -2.3800 -3.2792 1.8236
H -1.8665 -4.5220 3.9327
H 0.3698 -4.3060 4.9797
H 2.0531 -2.7682 4.0432
H 1.5941 -1.6421 1.8520
C -5.4100 2.9874 -5.1501
C -5.6551 3.4872 -3.7407
S -4.1108 3.7278 -2.8378
O -3.4312 4.7172 -3.6613
O -3.5186 2.4273 -2.5963
C -4.5152 4.5094 -1.2313
C -3.3126 5.2407 -0.6650
N -2.0312 4.4856 -0.7727
C -1.7303 3.3464 -0.0853
N -0.7972 2.5968 -0.7182
C -0.4443 3.3089 -1.8461
C -1.1567 4.4820 -1.8833
N -0.9687 5.4814 -2.7418
O -0.2698 5.2305 -3.7811
O -1.4830 6.6306 -2.5157
C -2.3554 2.9547 1.1680
H -6.3711 2.8584 -5.6594
H -4.8914 2.0193 -5.1716
H -4.8233 3.7019 -5.7415
H -6.2995 2.8286 -3.1421
H -6.1247 4.4819 -3.7415
H -4.9258 3.7444 -0.5515
H -5.3272 5.2567 -1.4007
H -3.4247 5.4819 0.4029
H -3.1042 6.1897 -1.2064
H 0.2845 2.9891 -2.5821
H -2.4073 3.8060 1.8737
H -1.7927 2.1255 1.6399
H -3.3919 2.6294 0.9964
*
```

***

Below is a gas-phase ion, C42H40N3 (charge +1) at a distorted geometry, with properties calculated with ωB97M-V with the def2-TZVPD basis set.

- E_HOMO (eV) = -10.254

ORCA input file:
```
! RIJCOSX wB97M-V def2-TZVPD def2/J DEFGRID3
* xyz 1 1
C 4.9704 -1.2705 -1.9363
N 3.8222 -0.4921 -1.5078
C 2.5181 -0.9039 -1.6326
C 1.6553 0.1228 -1.2048
C 0.1923 0.3133 -1.5654
C -0.1774 1.7710 -1.6549
C -0.9272 2.5011 -0.7294
N -1.2593 3.7197 -1.2777
C -2.0449 4.7094 -0.5664
C -0.7813 3.7785 -2.5918
C -1.1175 4.6567 -3.6060
C -0.6901 4.3380 -4.9085
C 0.0485 3.1633 -5.1704
C 0.3505 2.2582 -4.1446
C -0.0916 2.5610 -2.8575
N -0.8850 -0.2788 -0.8193
C -2.1104 -0.1815 -1.7873
C -2.6448 -1.5852 -1.9584
C -2.2390 -2.3187 -0.6923
C -0.8990 -1.7459 -0.1964
C -0.8141 -1.8247 1.3861
C -1.5884 -3.0654 1.8929
C -2.2377 -3.0188 3.1313
C -2.8826 -4.1497 3.6383
C -2.7999 -5.3654 2.9600
C -2.0968 -5.4383 1.7562
C -1.4680 -4.3023 1.2383
C -1.4802 -0.5291 1.8994
C -0.7708 0.5594 2.4416
C -1.4510 1.6998 2.8726
C -2.8400 1.7581 2.8322
C -3.5516 0.6788 2.3070
C -2.8820 -0.4482 1.8372
C 0.6218 -1.9834 1.9236
C 0.9918 -2.9467 2.8687
C 2.3106 -3.0147 3.3289
C 3.2765 -2.1181 2.8630
C 2.8969 -1.0962 1.9931
C 1.5730 -1.0303 1.5537
C 2.5085 1.1733 -0.6685
C 2.2720 2.3731 -0.0033
C 3.3572 3.2278 0.2634
C 4.6748 2.8218 -0.0089
C 4.9452 1.5572 -0.5596
C 3.8544 0.7632 -0.8976
H 5.8886 -0.7733 -1.6219
H 4.9316 -2.2728 -1.4909
H 4.9722 -1.3812 -3.0319
H 2.2854 -1.8901 -2.0237
H 0.1274 -0.1036 -2.5754
H -1.2137 2.2803 0.2946
H -2.7107 5.2584 -1.2476
H -2.6448 4.1683 0.1767
H -1.4204 5.4286 -0.0093
H -1.7210 5.5387 -3.3804
H -0.9504 4.9996 -5.7360
H 0.3800 2.9441 -6.1863
H 0.9285 1.3413 -4.3025
H -1.1181 0.3438 -0.0292
H -1.7887 0.2481 -2.7442
H -2.8391 0.4906 -1.3171
H -2.2064 -2.0528 -2.8501
H -3.7302 -1.5173 -2.1018
H -2.1941 -3.4016 -0.8370
H -3.0255 -2.1484 0.0550
H -0.0342 -2.2500 -0.6562
H -2.2382 -2.0911 3.7106
H -3.4326 -4.0579 4.5735
H -3.2551 -6.2573 3.3892
H -2.0274 -6.3801 1.2109
H -0.9062 -4.3850 0.3020
H 0.3094 0.5321 2.5919
H -0.8646 2.5329 3.2607
H -3.3669 2.6349 3.2118
H -4.6399 0.6881 2.2664
H -3.4796 -1.3116 1.5252
H 0.2491 -3.6380 3.2730
H 2.5719 -3.7769 4.0581
H 4.3112 -2.1843 3.1975
H 3.6148 -0.3414 1.6669
H 1.2328 -0.1991 0.9316
H 1.2545 2.6484 0.2718
H 3.1774 4.2143 0.6892
H 5.5031 3.5046 0.2036
H 5.9607 1.2185 -0.7605
*
```

***

Below is a molecular structure, C42H40N6O3STi at a distorted geometry, with properties calculated with ωB97M-V with the def2-TZVPD basis set.

- E_HOMO (eV) = -13.460

ORCA input file:
```
! RIJCOSX wB97M-V def2-TZVPD def2/J DEFGRID3
* xyz 2 1
Ti 0.0433 -0.0573 -0.4747
O 0.6600 -0.5944 1.0301
C 1.4360 0.0257 2.0528
C 2.5894 0.7767 1.3213
C 2.0571 1.9246 0.5141
C 2.3906 3.2336 0.8169
C 1.8689 4.2642 0.0518
C 1.0430 3.9634 -1.0215
C 0.7446 2.6430 -1.2896
C -0.1785 2.2581 -2.4087
C -1.5549 1.8089 -1.8198
O -1.2915 0.9399 -0.7264
C -2.3895 1.0433 -2.8480
C -3.4722 0.3010 -2.3785
C -4.2864 -0.3876 -3.2620
C -4.0337 -0.3379 -4.6265
C -2.9597 0.4007 -5.0988
C -2.1439 1.0959 -4.2146
C -2.3670 3.0153 -1.3513
C -2.9043 3.0412 -0.0704
C -3.6625 4.1246 0.3498
C -3.8938 5.1850 -0.5110
C -3.3898 5.1475 -1.8036
C -2.6363 4.0638 -2.2247
N 1.2320 1.6356 -0.5226
C 1.9867 -1.0526 2.9879
C 3.1380 -1.7638 2.6559
C 3.6604 -2.7102 3.5257
C 3.0326 -2.9669 4.7350
C 1.8583 -2.2999 5.0509
C 1.3350 -1.3543 4.1819
C 0.6444 1.0791 2.8361
C -0.6809 1.3810 2.5560
C -1.3420 2.3764 3.2678
C -0.6831 3.0731 4.2644
C 0.6360 2.7620 4.5646
C 1.2937 1.7711 3.8576
H 3.3133 1.1291 2.0513
H 3.0782 0.0793 0.6416
H 3.0533 3.4465 1.6429
H 2.1020 5.2929 0.2923
H 0.6436 4.7491 -1.6467
H -0.3260 3.1041 -3.0727
H 0.2615 1.4332 -2.9687
H -3.6885 0.2939 -1.3161
H -5.1280 -0.9545 -2.8844
H -4.6846 -0.8528 -5.3204
H -2.7517 0.4418 -6.1598
H -1.3331 1.6914 -4.6155
H -2.7350 2.2055 0.5929
H -4.0870 4.1320 1.3455
H -4.4855 6.0286 -0.1822
H -3.5993 5.9572 -2.4893
H -2.2776 4.0332 -3.2475
H 3.6599 -1.5671 1.7254
H 4.5699 -3.2339 3.2600
H 3.4646 -3.6736 5.4305
H 1.3516 -2.5077 5.9840
H 0.4236 -0.8354 4.4464
H -1.2162 0.8147 1.8074
H -2.3788 2.6005 3.0552
H -1.1989 3.8478 4.8153
H 1.1510 3.2829 5.3606
H 2.3131 1.5148 4.1216
O 0.4387 -0.8243 -2.2427
C -0.3850 -1.8615 -2.7970
C -1.4239 -2.2637 -1.7836
C -2.4765 -3.1132 -2.0756
C -3.3739 -3.4230 -1.0677
C -3.1855 -2.8894 0.2030
C -2.1108 -2.0522 0.4136
N -1.2463 -1.7449 -0.5643
H 1.4454 -1.0822 -2.2230
H 0.2341 -2.7201 -3.0628
H -0.8642 -1.4872 -3.7036
H -2.5911 -3.5275 -3.0681
H -4.2148 -4.0734 -1.2677
H -3.8648 -3.1186 1.0110
H -1.9104 -1.6198 1.3872
C 3.4418 -5.8473 0.2852
C 3.8920 -4.5830 -0.3383
N 5.0884 -4.3258 -0.7433
N 5.0289 -3.0740 -1.2579
C 3.8071 -2.5342 -1.2028
S 3.3612 -1.0053 -1.7606
N 3.0669 -3.4995 -0.6009
N 1.7175 -3.3721 -0.3013
H 4.3177 -6.4653 0.4630
H 2.7669 -6.3945 -0.3758
H 2.9354 -5.6576 1.2330
H 5.8522 -2.6321 -1.6349
H 1.3649 -4.2955 -0.0794
H 1.6128 -2.7765 0.5176
*
```